# 1
ORCA calculation (ωB97M-V/def2-TZVPD) on C44H59IN3O2SSi3Tc as an isolated structure at a distorted geometry.

Results
- energy (eV) = -99915.4459
- spin multiplicity = 4
- relative energy (zero: lowest compared OMol25 entry of this formula, charge and spin) (kJ/mol) = 238.3
- expectation value of S² = 3.803
- net charge = +1
- frontier orbital gap (alpha / beta) (eV) = 6.52 / 6.47
- LUMO level (alpha / beta) (hartree) = -0.1360 / -0.1387

Geometry (Å):
Tc1 0.18 0.67 -0.89
C1 2.50 4.79 -0.65
O1 1.39 3.90 -0.62
Si1 -0.18 4.23 -0.96
C2 -0.16 5.29 -2.51
C3 -0.66 5.42 0.40
C4 -1.08 2.52 -1.07
Si2 -2.53 2.68 0.20
C5 -3.58 4.15 -0.36
C6 -1.89 2.95 1.95
C7 -3.90 1.44 0.51
Si3 -1.47 2.34 -2.94
C8 -2.49 3.78 -3.58
C9 -2.30 0.94 -3.88
C10 0.31 1.96 -3.48
H1 2.19 5.83 -0.80
H2 3.18 4.50 -1.46
H3 3.05 4.72 0.29
H4 0.79 5.84 -2.50
H5 -0.96 6.04 -2.49
H6 -0.23 4.77 -3.46
H7 0.07 6.23 0.33
H8 -0.57 4.97 1.40
H9 -1.65 5.86 0.32
H10 -3.01 5.02 -0.72
H11 -4.18 4.49 0.50
H12 -4.27 3.85 -1.15
H13 -1.92 4.01 2.23
H14 -0.87 2.59 2.09
H15 -2.54 2.41 2.65
H16 -4.53 1.24 -0.36
H17 -4.52 1.91 1.28
H18 -3.55 0.47 0.90
H19 -3.52 3.43 -3.69
H20 -2.14 4.10 -4.57
H21 -2.49 4.66 -2.93
H22 -3.38 0.85 -3.71
H23 -1.85 -0.04 -3.71
H24 -2.16 1.20 -4.94
H25 1.06 2.72 -3.23
H26 0.42 1.69 -4.53
H27 0.62 1.03 -2.93
C11 1.46 -4.31 2.04
C12 1.01 -5.26 0.95
C13 0.55 -6.53 1.30
C14 0.22 -7.47 0.34
C15 0.36 -7.16 -1.01
C16 0.78 -5.90 -1.37
C17 1.09 -4.95 -0.41
N1 1.56 -3.67 -0.85
C18 0.90 -2.50 -0.71
N2 -0.15 -2.50 0.16
C19 -1.39 -1.96 -0.29
C20 -1.46 -0.67 -0.85
C21 -2.71 -0.32 -1.37
C22 -3.79 -1.18 -1.37
C23 -3.69 -2.41 -0.75
C24 -2.49 -2.81 -0.18
C25 -2.37 -4.16 0.48
N3 1.21 -1.41 -1.36
C26 2.33 -1.46 -2.27
C27 2.06 -1.18 -3.61
C28 3.07 -1.20 -4.56
C29 4.36 -1.49 -4.17
C30 4.64 -1.74 -2.83
C31 3.64 -1.72 -1.86
C32 4.03 -1.91 -0.41
H28 2.17 -4.82 2.70
H29 0.63 -3.97 2.65
H30 1.96 -3.43 1.63
H31 0.48 -6.79 2.35
H32 -0.12 -8.46 0.64
H33 0.13 -7.90 -1.77
H34 0.88 -5.64 -2.42
H35 2.22 -3.69 -1.62
H36 -0.27 -3.39 0.62
H37 -2.86 0.67 -1.76
H38 -4.73 -0.86 -1.81
H39 -4.55 -3.08 -0.71
H40 -3.35 -4.64 0.52
H41 -2.01 -4.08 1.52
H42 -1.70 -4.83 -0.06
H43 1.04 -0.96 -3.89
H44 2.84 -0.99 -5.59
H45 5.16 -1.52 -4.90
H46 5.66 -1.93 -2.52
H47 4.96 -1.37 -0.21
H48 4.20 -2.96 -0.17
H49 3.27 -1.52 0.27
I1 2.84 1.36 -0.83
O2 0.20 0.53 1.12
S1 1.37 0.12 2.07
C33 1.55 1.54 3.16
C34 1.75 1.38 4.52
C35 1.92 2.50 5.32
C36 1.89 3.77 4.75
C37 1.72 3.91 3.38
C38 1.56 2.80 2.57
C39 0.52 -1.01 3.17
C40 1.29 -1.83 3.98
C41 0.66 -2.72 4.83
C42 -0.73 -2.80 4.84
C43 -1.49 -1.99 3.99
C44 -0.86 -1.08 3.15
H50 1.77 0.40 4.98
H51 2.08 2.38 6.38
H52 2.01 4.64 5.38
H53 1.71 4.90 2.93
H54 1.43 2.92 1.50
H55 2.38 -1.78 3.95
H56 1.24 -3.36 5.47
H57 -1.22 -3.49 5.51
H58 -2.57 -2.07 3.99
H59 -1.43 -0.45 2.48

---

# 2
ORCA calculation (ωB97M-V/def2-TZVPD) on a 6-piece molecular cluster, C44H61ClF3IN4O13 overall at a distorted geometry.

Results
- energy (eV) = -107963.2167
- net charge = 0
- frontier orbital gap (eV) = 7.50
- LUMO level (hartree) = -0.0457
- SMILES = CCN(CCc1nc2c(CCC(N)=O)c(CCCO)c(CCCI)c(C(F)(F)F)c2nc1Cl)C(C)=O.O=C1CCCO1.O=C1CCCO1.O=C1CCCO1.O=C1CCCO1.O=C1CCCO1

Geometry (Å):
C1 7.88 -0.95 5.54
C2 8.50 -0.78 4.07
N1 7.57 -1.25 2.96
C3 7.71 -2.74 2.96
C4 7.16 -3.48 1.65
C5 5.55 -3.34 1.46
N2 5.08 -1.99 1.44
C6 3.65 -2.05 1.21
C7 2.95 -0.62 1.17
C8 3.86 0.71 1.37
C9 4.41 1.31 -0.03
C10 4.08 2.88 -0.22
N3 4.43 3.78 0.93
O1 3.60 3.37 -1.28
C11 1.44 -0.40 0.95
C12 0.77 1.05 0.96
C13 0.44 1.61 2.44
C14 -0.40 0.60 3.35
O2 -1.86 0.82 3.23
C15 0.57 -1.72 0.71
C16 -1.00 -1.45 0.48
C17 -1.34 -1.04 -1.06
C18 -2.93 -1.36 -1.29
I1 -3.36 -1.93 -3.37
C19 1.21 -3.16 0.74
C20 0.20 -4.34 0.49
F1 -0.57 -4.18 -0.73
F2 -0.70 -4.38 1.63
F3 0.75 -5.64 0.40
C21 2.77 -3.30 1.02
N4 3.32 -4.62 1.09
C22 4.73 -4.65 1.30
Cl1 5.47 -6.34 1.34
C23 8.11 -0.61 1.74
C24 9.48 -1.10 1.02
O3 7.48 0.36 1.25
H1 8.47 -1.77 6.11
H2 6.77 -1.18 5.57
H3 8.12 0.03 6.11
H4 8.63 0.35 3.89
H5 9.56 -1.23 3.95
H6 8.81 -3.08 3.10
H7 7.15 -3.17 3.87
H8 7.60 -3.07 0.66
H9 7.51 -4.57 1.71
H10 3.25 1.57 1.87
H11 4.72 0.46 2.10
H12 4.05 0.69 -0.93
H13 5.57 1.25 -0.05
H14 4.94 3.22 1.64
H15 5.15 4.43 0.56
H16 1.52 1.81 0.50
H17 -0.18 1.14 0.33
H18 -0.17 2.58 2.34
H19 1.46 1.76 2.96
H20 -0.18 0.70 4.47
H21 -0.24 -0.52 3.09
H22 -2.07 1.15 2.33
H23 -1.38 -0.57 1.12
H24 -1.66 -2.35 0.74
H25 -0.72 -1.60 -1.83
H26 -1.25 0.11 -1.18
H27 -3.28 -2.24 -0.65
H28 -3.57 -0.42 -1.08
H29 9.42 -0.73 -0.05
H30 10.34 -0.62 1.62
H31 9.58 -2.24 1.03
O4 -2.19 -5.61 7.27
C25 -1.82 -6.08 6.22
C26 -0.58 -6.91 6.02
C27 -0.42 -6.88 4.51
C28 -1.85 -6.73 4.04
O5 -2.51 -5.97 5.05
H32 -0.76 -7.92 6.39
H33 0.27 -6.46 6.52
H34 0.08 -7.76 4.11
H35 0.16 -6.00 4.22
H36 -2.36 -7.70 3.94
H37 -1.91 -6.21 3.08
O6 -1.16 2.86 -3.37
C29 -1.78 2.49 -4.33
C30 -2.54 3.38 -5.28
C31 -3.41 2.38 -6.01
C32 -2.58 1.13 -5.97
O7 -1.85 1.19 -4.74
H38 -1.84 3.88 -5.95
H39 -3.14 4.11 -4.73
H40 -3.67 2.69 -7.03
H41 -4.34 2.23 -5.46
H42 -1.86 1.08 -6.80
H43 -3.19 0.22 -5.99
O8 -6.77 -0.88 -3.53
C33 -7.15 -1.34 -2.48
C34 -8.16 -2.45 -2.32
C35 -8.54 -2.32 -0.86
C36 -7.28 -1.76 -0.25
O9 -6.69 -0.94 -1.27
H44 -7.67 -3.40 -2.54
H45 -9.02 -2.29 -2.98
H46 -8.85 -3.27 -0.41
H47 -9.36 -1.61 -0.76
H48 -6.56 -2.54 0.03
H49 -7.49 -1.15 0.63
O10 -1.83 4.76 2.94
C37 -2.45 4.39 1.98
C38 -3.20 5.27 1.02
C39 -4.08 4.27 0.29
C40 -3.26 3.01 0.35
O11 -2.54 3.08 1.59
H50 -2.48 5.75 0.35
H51 -3.79 6.01 1.55
H52 -4.33 4.58 -0.73
H53 -5.01 4.14 0.84
H54 -2.53 2.94 -0.47
H55 -3.88 2.11 0.35
O12 -6.07 5.43 -7.96
C41 -5.25 6.17 -7.48
C42 -4.52 7.26 -8.20
C43 -3.38 7.56 -7.25
C44 -3.98 7.22 -5.90
O13 -4.89 6.14 -6.16
H56 -5.18 8.12 -8.32
H57 -4.15 6.92 -9.17
H58 -3.02 8.59 -7.31
H59 -2.54 6.90 -7.46
H60 -4.53 8.05 -5.47
H61 -3.22 6.89 -5.19

---

# 3
ORCA calculation (ωB97M-V/def2-TZVPD) on a 4-piece molecular cluster, C44H62Br4IN2O3S2Si overall at a distorted geometry.

Results
- energy (eV) = -373554.2941
- net charge = +1
- frontier orbital gap (eV) = 6.62
- LUMO level (hartree) = -0.1346

Geometry (Å):
C1 6.41 0.38 1.20
C2 4.90 0.24 1.38
N1 4.07 1.32 0.76
C3 4.06 2.63 1.59
C4 4.52 2.66 3.13
C5 3.79 1.70 4.21
O1 2.57 1.81 4.73
Br1 4.87 0.12 4.92
C6 2.67 3.35 1.07
Br2 1.14 3.64 2.32
C7 3.25 4.92 0.99
C8 2.08 6.06 1.16
O2 2.15 6.87 2.25
I1 0.43 6.44 -0.23
C9 2.33 2.56 -0.37
C10 2.62 3.30 -1.76
Br3 4.57 3.37 -2.35
C11 1.67 3.04 -3.06
C12 2.10 1.85 -4.09
Br4 -0.33 3.11 -2.66
C13 2.79 0.98 -0.04
C14 3.11 -0.02 -1.29
C15 1.89 -0.79 -2.00
C16 0.38 -0.24 -1.84
S1 -0.74 -1.65 -1.21
C17 -2.27 -0.90 -0.35
S2 -2.70 -1.67 1.14
N2 -3.10 0.23 -0.92
C18 -2.77 1.57 -0.31
C19 -3.24 1.78 1.24
C20 -4.58 -0.07 -0.96
C21 -5.14 0.17 -2.52
C22 1.81 0.38 1.15
C23 1.86 -1.23 1.40
O3 0.55 -1.81 1.82
Si1 0.72 -2.83 3.24
C24 0.56 -1.72 4.81
C25 -0.87 -3.99 3.25
C26 2.23 -4.02 3.23
H1 6.86 1.30 0.62
H2 7.17 -0.40 1.68
H3 4.56 -0.65 2.05
H4 4.71 1.63 -0.03
H5 4.89 3.29 1.05
H6 5.69 2.44 3.20
H7 4.41 3.78 3.53
H8 4.04 5.13 1.86
H9 3.87 5.08 -0.02
H10 1.15 2.44 -0.24
H11 2.42 4.47 -1.55
H12 1.79 4.03 -3.72
H13 3.13 1.35 -3.89
H14 2.17 2.28 -5.20
H15 1.31 0.96 -4.18
H16 3.80 -0.90 -0.85
H17 3.86 0.56 -2.01
H18 1.88 -1.94 -1.67
H19 2.13 -0.83 -3.17
H20 -0.15 0.07 -2.87
H21 0.22 0.68 -1.13
H22 -1.58 1.69 -0.32
H23 -3.22 2.43 -1.00
H24 -3.94 0.95 1.67
H25 -2.30 1.83 1.98
H26 -3.77 2.84 1.34
H27 -5.25 0.60 -0.28
H28 -4.86 -1.19 -0.71
H29 -4.82 -0.79 -3.12
H30 -6.32 0.15 -2.44
H31 -4.73 1.17 -2.98
H32 0.66 0.66 0.98
H33 2.04 0.86 2.22
H34 2.23 -1.90 0.53
H35 2.56 -1.41 2.35
H36 0.09 -2.41 5.67
H37 -0.13 -0.77 4.62
H38 1.64 -1.35 5.09
H39 -0.65 -4.95 3.88
H40 -1.18 -4.29 2.14
H41 -1.77 -3.44 3.76
H42 2.97 -3.78 2.33
H43 1.85 -5.13 3.18
H44 2.78 -3.87 4.28
C27 -6.51 0.80 5.11
C28 -5.32 0.50 4.46
C29 -4.13 1.13 4.82
C30 -4.14 2.07 5.86
C31 -5.33 2.37 6.52
C32 -6.52 1.74 6.14
H45 -7.43 0.31 4.82
H46 -5.31 -0.24 3.65
H47 -3.21 0.90 4.31
H48 -3.22 2.57 6.15
H49 -5.34 3.10 7.33
H50 -7.45 1.98 6.65
C33 -3.22 -5.80 -0.14
C34 -2.15 -6.69 0.00
C35 -2.38 -8.07 -0.05
C36 -3.68 -8.55 -0.25
C37 -4.74 -7.66 -0.40
C38 -4.51 -6.28 -0.34
H51 -3.04 -4.73 -0.09
H52 -1.14 -6.32 0.15
H53 -1.56 -8.76 0.07
H54 -3.85 -9.62 -0.30
H55 -5.75 -8.03 -0.56
H56 -5.34 -5.59 -0.44
C39 0.80 2.29 -9.51
C40 1.46 1.30 -10.24
C41 1.72 0.07 -9.65
C42 1.31 -0.18 -8.34
C43 0.65 0.81 -7.62
C44 0.39 2.04 -8.20
H57 0.59 3.26 -9.97
H58 1.77 1.50 -11.26
H59 2.25 -0.70 -10.21
H60 1.51 -1.15 -7.88
H61 0.33 0.61 -6.60
H62 -0.12 2.82 -7.64